Formula: C67H76FNO3
Source: the Open Molecules 2025 dataset
Level of theory: ωB97M-V/def2-TZVPD

Its gap between HOMO and LUMO is 9.344 eV. Its SMILES is CC[C@H](F)[C@]1(CCCCNC(C)=O)CCC(=O)O1.c1ccccc1.c1ccccc1.c1ccccc1.c1ccccc1.c1ccccc1.c1ccccc1.c1ccccc1.c1ccccc1.c1ccccc1. The HOMO energy comes out at -9.0 eV.

Each line ends with the Mulliken charge.
CARTESIAN COORDINATES (ANGSTROEM)
C: 5.306 -1.475 2.683  -1.62
C: 5.206 -0.580 1.435  -0.48
C: 4.197 -1.133 0.432  -0.51
F: 4.905 -1.932 -0.481  -0.42
C: 3.287 -0.138 -0.335  2.60
C: 2.964 -0.605 -1.773  -1.92
C: 1.755 -1.528 -1.929  -0.22
C: 1.850 -2.929 -1.303  -0.47
C: 0.507 -3.377 -0.717  -1.10
N: 0.011 -2.393 0.247  0.32
C: -1.356 -2.277 0.470  0.01
C: -2.129 -1.699 -0.683  -0.61
O: -1.878 -2.537 1.538  -0.62
C: 3.752 1.325 -0.416  -1.07
C: 2.420 2.097 -0.345  -0.13
C: 1.400 1.063 0.072  0.09
O: 0.208 1.148 0.125  -0.60
O: 2.069 -0.069 0.439  -0.33
H: 6.159 -1.174 3.290  0.48
H: 5.382 -2.525 2.394  0.33
H: 4.396 -1.360 3.279  0.44
H: 4.944 0.424 1.758  0.23
H: 6.179 -0.576 0.937  0.34
H: 3.523 -1.808 0.971  0.48
H: 2.747 0.297 -2.360  0.54
H: 3.858 -1.038 -2.225  0.48
H: 0.851 -1.016 -1.587  0.18
H: 1.626 -1.670 -3.010  0.26
H: 2.137 -3.642 -2.081  0.48
H: 2.607 -2.991 -0.520  0.09
H: 0.629 -4.343 -0.216  0.39
H: -0.222 -3.489 -1.524  0.43
H: 0.504 -2.423 1.132  0.25
H: -3.147 -2.088 -0.702  0.48
H: -2.168 -0.612 -0.574  0.13
H: -1.648 -1.903 -1.642  0.04
H: 4.370 1.665 0.411  0.11
H: 4.290 1.554 -1.335  0.30
H: 2.438 2.833 0.460  0.21
H: 2.109 2.625 -1.246  0.31
C: 4.230 5.186 -0.380  -0.27
C: 5.252 5.738 -1.140  -0.57
C: 4.953 6.638 -2.154  -0.36
C: 3.633 6.989 -2.403  -0.49
C: 2.612 6.439 -1.641  -0.30
C: 2.910 5.535 -0.631  -0.15
H: 4.464 4.486 0.413  0.39
H: 6.281 5.469 -0.941  0.38
H: 5.749 7.067 -2.749  0.37
H: 3.401 7.693 -3.191  0.38
H: 1.583 6.715 -1.832  0.22
H: 2.110 5.105 -0.040  0.43
C: 9.127 -1.355 1.346  -0.02
C: 8.830 -1.696 0.033  -0.20
C: 9.856 -1.870 -0.886  -0.62
C: 11.176 -1.707 -0.491  -0.38
C: 11.472 -1.369 0.822  -0.37
C: 10.447 -1.191 1.741  -0.54
H: 8.327 -1.219 2.062  0.21
H: 7.800 -1.830 -0.274  0.49
H: 9.625 -2.133 -1.910  0.39
H: 11.976 -1.845 -1.207  0.36
H: 12.502 -1.244 1.130  0.36
H: 10.677 -0.924 2.765  0.36
C: -0.908 5.890 0.044  -0.49
C: -0.939 7.277 -0.020  -0.35
C: -1.378 8.010 1.073  -0.54
C: -1.776 7.358 2.233  -0.62
C: -1.737 5.973 2.299  -0.13
C: -1.307 5.237 1.203  -0.65
H: -0.569 5.312 -0.807  0.59
H: -0.627 7.787 -0.922  0.41
H: -1.417 9.090 1.019  0.41
H: -2.118 7.931 3.086  0.37
H: -2.042 5.461 3.203  0.36
H: -1.283 4.155 1.252  0.62
C: -4.177 0.169 -4.916  -0.41
C: -4.737 -0.535 -5.973  -0.42
C: -4.120 -1.685 -6.447  -0.30
C: -2.944 -2.133 -5.861  -0.55
C: -2.385 -1.430 -4.803  -0.20
C: -3.000 -0.278 -4.332  -0.35
H: -4.657 1.066 -4.547  0.37
H: -5.656 -0.188 -6.428  0.36
H: -4.555 -2.232 -7.273  0.36
H: -2.464 -3.031 -6.229  0.37
H: -1.467 -1.779 -4.346  0.36
H: -2.560 0.272 -3.509  0.42
C: 5.696 -2.616 -5.801  -0.58
C: 4.496 -2.297 -5.182  -0.04
C: 3.589 -1.458 -5.815  -0.24
C: 3.879 -0.942 -7.070  -0.56
C: 5.078 -1.262 -7.690  -0.37
C: 5.988 -2.097 -7.055  -0.35
H: 6.404 -3.269 -5.307  0.39
H: 4.268 -2.704 -4.204  0.33
H: 2.655 -1.207 -5.329  0.35
H: 3.170 -0.290 -7.564  0.38
H: 5.305 -0.861 -8.670  0.36
H: 6.924 -2.344 -7.539  0.36
C: -4.214 -3.889 3.817  -0.45
C: -5.127 -4.366 4.748  -0.47
C: -5.045 -5.678 5.193  -0.57
C: -4.046 -6.512 4.710  -0.31
C: -3.132 -6.034 3.781  -0.58
C: -3.215 -4.722 3.331  -0.03
H: -4.276 -2.867 3.467  0.41
H: -5.904 -3.714 5.127  0.38
H: -5.761 -6.052 5.914  0.45
H: -3.979 -7.536 5.059  0.37
H: -2.352 -6.685 3.406  0.38
H: -2.510 -4.341 2.606  0.42
C: -9.184 -10.294 4.212  -0.37
C: -9.713 -9.156 3.620  -0.35
C: -8.909 -8.043 3.412  -0.51
C: -7.574 -8.070 3.792  -0.13
C: -7.046 -9.209 4.383  -0.26
C: -7.850 -10.320 4.595  -0.47
H: -9.811 -11.161 4.376  0.36
H: -10.753 -9.136 3.320  0.35
H: -9.322 -7.154 2.953  0.37
H: -6.945 -7.204 3.629  0.38
H: -6.004 -9.230 4.678  0.27
H: -7.438 -11.207 5.058  0.36
C: -2.170 1.550 5.315  -0.38
C: -2.006 0.259 4.831  -0.80
C: -2.512 -0.088 3.584  -0.02
C: -3.181 0.860 2.823  -0.36
C: -3.336 2.154 3.301  -0.43
C: -2.832 2.499 4.547  -0.53
H: -1.774 1.820 6.286  0.38
H: -1.480 -0.479 5.422  0.41
H: -2.381 -1.089 3.197  0.48
H: -3.569 0.591 1.848  0.36
H: -3.845 2.896 2.697  0.48
H: -2.952 3.508 4.920  0.39
C: -6.524 9.317 0.131  -0.40
C: -7.130 8.565 -0.865  -0.41
C: -6.565 7.362 -1.268  -0.39
C: -5.396 6.911 -0.671  -0.57
C: -4.789 7.661 0.327  0.16
C: -5.353 8.865 0.725  -0.38
H: -6.963 10.255 0.445  0.36
H: -8.044 8.915 -1.327  0.35
H: -7.037 6.778 -2.047  0.37
H: -4.955 5.972 -0.984  0.38
H: -3.878 7.313 0.790  0.20
H: -4.878 9.453 1.501  0.37